{
  "formula": "C12H14N2O2Sn",
  "method": "the ωB97M-V functional and the def2-TZVPD basis",
  "species": ["C", "C", "C", "C", "C", "Sn", "C", "C", "C", "N", "H", "H", "H", "H", "H", "H", "H", "H", "H", "H", "O", "C", "C", "C", "C", "O", "N", "H", "H", "H", "H"],
  "xyz": [[-1.5216, 1.5830, 1.6630], [-0.3625, 2.3371, 1.1704], [0.7900, 1.8664, 1.8974], [0.3606, 0.8678, 2.8014], [-1.0354, 0.6834, 2.6745], [-0.5757, 0.4274, -0.1603], [0.2122, 1.8279, -1.9196], [-1.1532, 1.7010, -1.9935], [-2.3031, 2.1421, -2.4990], [-2.3888, -0.0922, -0.9063], [1.7941, 2.2815, 1.8144], [-0.4120, 3.1984, 0.5076], [0.9957, 0.3685, 3.5276], [-1.6598, 0.0323, 3.2817], [-2.5585, 1.7993, 1.4147], [0.6920, 2.7128, -1.4815], [-2.7619, -0.9341, -0.4165], [0.8724, 1.1845, -2.5146], [-2.3426, 3.0352, -3.1233], [-3.2446, 1.6294, -2.3045], [1.2187, -1.1153, -2.4662], [1.2858, -1.6877, -1.3886], [2.0187, -2.9884, -1.0727], [1.7268, -3.2740, 0.3867], [0.8146, -2.1452, 0.8567], [0.2800, -2.0237, 1.9484], [0.6673, -1.2643, -0.2134], [1.6403, -3.7824, -1.7268], [3.0913, -2.8596, -1.2586], [1.2139, -4.2326, 0.5163], [2.6452, -3.2787, 0.9847]],
  "atomic_forces_ev_per_a": [[0.97, 1.23, 1.96], [-0.33, 0.31, 2.02], [-0.97, 0.47, 0.54], [-0.10, 0.77, -0.08], [-0.14, 1.23, -0.51], [-1.69, -0.65, -1.54], [1.72, 0.12, 0.55], [-2.16, 1.48, -2.86], [0.78, -0.03, 0.51], [-0.40, -1.49, 0.77], [-0.24, -0.31, -0.17], [0.00, -0.37, 0.05], [-0.07, -0.13, -0.30], [0.21, -0.07, -0.36], [0.40, -0.33, -0.18], [-0.04, -0.01, -0.12], [0.41, 0.29, 0.10], [-0.47, 0.18, 0.19], [0.09, 0.32, -0.35], [0.25, 0.05, 0.22], [0.40, -0.69, 0.56], [-0.71, 0.28, 1.07], [0.27, -0.19, -0.50], [0.16, -0.43, 0.38], [-0.40, 0.83, -0.95], [0.62, -0.62, -0.69], [1.43, -2.42, -0.45], [0.14, 0.18, -0.04], [-0.10, -0.03, -0.14], [0.10, 0.12, 0.19], [-0.15, -0.07, 0.12]],
  "charge": -2,
  "homo_ev": [1.9, 3.0]
}



{
  "formula": "C12H14N2O5S",
  "method": "the ωB97M-V functional and the def2-TZVPD basis",
  "species": ["C", "S", "C", "C", "C", "N", "C", "O", "C", "C", "C", "C", "C", "N", "O", "O", "C", "C", "O", "O", "H", "H", "H", "H", "H", "H", "H", "H", "H", "H", "H", "H", "H", "H"],
  "xyz": [[-2.3098, -2.8442, -1.8786], [-3.0784, -3.0616, -0.2487], [-2.2623, -1.7105, 0.6636], [-2.8652, -0.3532, 0.3293], [-2.1598, 0.7845, 1.0854], [-0.7400, 0.8575, 0.7529], [-0.2330, 0.9603, -0.4875], [-0.9210, 1.1716, -1.4819], [1.2476, 0.8214, -0.5991], [1.8817, 1.4669, -1.6611], [3.2513, 1.3684, -1.8351], [4.0077, 0.6113, -0.9582], [3.3697, -0.0459, 0.0860], [4.1463, -0.8540, 1.0027], [5.3344, -0.9469, 0.7982], [3.5517, -1.3813, 1.9174], [1.9985, 0.0494, 0.2770], [-2.9237, 2.1084, 0.8192], [-3.5529, 2.6332, 1.6930], [-2.8649, 2.5763, -0.4095], [-1.2307, -2.9334, -1.7857], [-2.5813, -1.8813, -2.3006], [-2.6937, -3.6406, -2.5070], [-2.3999, -1.9487, 1.7179], [-1.1994, -1.7512, 0.4209], [-2.7952, -0.1759, -0.7452], [-3.9208, -0.3484, 0.6061], [-2.2261, 0.5998, 2.1609], [-0.0987, 0.7690, 1.5246], [1.2766, 2.0437, -2.3441], [3.7290, 1.8790, -2.6561], [5.0768, 0.5124, -1.0682], [1.5560, -0.5085, 1.0898], [-2.2560, 2.0505, -0.9972]],
  "atomic_forces_ev_per_a": [[-0.17, 0.10, 0.50], [0.16, 0.04, 0.04], [-0.37, -0.25, -0.44], [0.22, -0.07, 0.16], [-0.53, 0.12, -0.36], [0.08, 0.00, 0.26], [0.13, -0.06, 0.32], [-0.05, 0.03, -0.26], [0.39, -0.03, -0.23], [-0.11, -0.04, 0.08], [-0.12, -0.02, 0.07], [0.05, -0.22, 0.26], [-0.60, 0.69, -0.75], [0.16, -0.20, 0.24], [0.34, -0.06, -0.01], [-0.08, -0.19, 0.28], [0.13, -0.02, 0.02], [0.48, -0.62, 0.57], [-0.20, 0.15, 0.08], [0.02, 0.29, -0.70], [0.09, -0.01, -0.10], [0.04, 0.04, -0.14], [0.00, -0.05, -0.10], [0.09, 0.01, 0.06], [0.05, 0.01, 0.12], [-0.10, 0.00, 0.09], [0.02, 0.04, -0.03], [0.03, 0.12, -0.18], [0.01, 0.08, -0.13], [-0.04, 0.04, -0.06], [0.05, 0.04, -0.06], [0.02, 0.00, -0.01], [-0.02, -0.01, 0.01], [-0.17, 0.08, 0.40]],
  "homo_ev": -8.8,
  "smiles": "CSCC[C@@H](NC(=O)c1cccc([N+](=O)[O-])c1)C(=O)O"
}



{
  "formula": "C12H14N4ORhS3",
  "method": "the ωB97M-V functional and the def2-TZVPD basis",
  "species": ["Rh", "S", "C", "C", "N", "C", "S", "C", "N", "S", "C", "N", "C", "C", "C", "N", "H", "H", "H", "H", "C", "C", "O", "C", "C", "H", "H", "H", "H", "H", "H", "H", "H", "H", "H"],
  "xyz": [[-0.3691, -0.0141, 0.2826], [-1.1574, -2.0175, -0.6530], [-0.0981, -2.2463, -2.0144], [-0.4001, -3.3619, -2.8651], [-0.6696, -4.2688, -3.5173], [0.9491, -1.4649, -2.2684], [1.3748, -0.0798, -1.2982], [1.8199, -1.7327, -3.3757], [2.5568, -1.9357, -4.2341], [-0.0664, 0.9891, 2.5093], [1.2192, -0.1052, 2.4007], [2.3772, 0.0575, 3.0753], [3.4234, -0.7698, 2.8508], [3.2924, -1.7938, 1.9548], [2.0533, -1.9574, 1.3226], [1.0478, -1.1302, 1.5518], [2.4506, 0.8292, 3.7282], [4.3301, -0.5692, 3.4042], [4.1118, -2.4621, 1.7420], [1.8626, -2.7831, 0.6463], [-3.4550, 0.4952, 0.6288], [-3.0370, 0.8318, -0.7876], [-1.6515, 1.2571, -0.8711], [-1.4908, 2.6889, -0.7115], [-0.0334, 3.0676, -0.6257], [-4.4354, 0.0202, 0.6231], [-3.5018, 1.3829, 1.2604], [-2.7516, -0.2107, 1.0844], [-3.6573, 1.6305, -1.1941], [-3.1210, -0.0352, -1.4375], [-2.0435, 3.0196, 0.1710], [-1.9328, 3.1519, -1.5948], [0.4751, 2.5084, 0.1621], [0.0534, 4.1255, -0.3789], [0.4741, 2.8827, -1.5711]],
  "atomic_forces_ev_per_a": [[0.98, -1.93, -0.69], [0.34, 1.13, 0.27], [-0.31, -0.57, -0.26], [-0.08, 0.00, 0.13], [0.01, 0.03, 0.02], [0.53, 0.03, -0.49], [-1.22, 0.28, 0.74], [0.04, 0.10, 0.08], [-0.02, 0.03, 0.03], [-0.04, 0.55, 0.23], [-0.79, 0.63, 0.32], [0.34, -0.53, -0.15], [0.03, -0.05, -0.03], [-0.07, -0.16, 0.12], [-0.02, -0.13, -0.04], [-0.16, 0.74, -0.49], [-0.03, 0.04, -0.06], [0.00, 0.00, -0.01], [0.00, -0.01, 0.08], [0.04, 0.14, -0.17], [0.18, 0.18, -0.03], [-0.32, -0.13, -0.05], [0.57, -0.40, 0.54], [0.07, 0.32, -0.04], [0.03, -0.13, -0.09], [0.00, 0.01, -0.01], [-0.01, -0.03, 0.03], [-0.11, -0.09, 0.05], [0.08, 0.03, -0.07], [0.08, 0.00, -0.01], [0.00, -0.10, 0.05], [-0.13, -0.06, 0.03], [0.03, 0.10, 0.02], [-0.05, 0.01, -0.04], [0.02, 0.00, 0.02]],
  "charge": 1,
  "homo_ev": -11.2
}



{
  "formula": "C12H14NO2",
  "method": "the ωB97M-V functional and the def2-TZVPD basis",
  "species": ["C", "C", "C", "C", "C", "C", "C", "C", "C", "C", "C", "C", "N", "O", "O", "H", "H", "H", "H", "H", "H", "H", "H", "H", "H", "H", "H", "H", "H"],
  "xyz": [[-1.3607, -0.9703, -1.8327], [-2.2524, -1.6652, -1.0709], [-0.5035, -0.1663, -0.8479], [-2.6550, 1.2990, 1.2806], [-1.3983, 1.3732, 0.9199], [0.2682, 2.1517, -0.8419], [1.1848, -0.8463, 1.4331], [-0.9462, 1.2446, -0.5380], [1.7265, -1.0576, -0.0163], [0.9167, 0.0062, -0.7068], [-0.9313, -0.9208, 0.4374], [3.2509, -0.8691, 0.0094], [-1.9450, -1.6269, 0.2406], [1.3838, 1.2079, -0.6907], [-0.2318, -0.9631, 1.5600], [-1.1824, -0.9198, -2.9319], [-2.9903, -2.3498, -1.4332], [-2.6740, 1.5177, 2.2996], [-3.5138, 1.0157, 0.6435], [-0.5767, 1.3767, 1.6095], [0.2758, 2.5597, -1.8434], [0.3650, 2.8840, -0.0967], [1.7305, -1.6238, 2.1917], [1.3753, 0.1829, 1.7460], [-1.7839, 1.5692, -1.1844], [1.5420, -2.0216, -0.3897], [3.4668, 0.1295, 0.4839], [3.6702, -0.7997, -0.9633], [3.7888, -1.7178, 0.5328]],
  "atomic_forces_ev_per_a": [[2.21, 1.93, -1.33], [0.27, -0.92, 0.73], [-0.31, -1.25, 1.75], [-0.22, -0.15, -0.45], [0.82, -0.23, -2.73], [0.05, -2.24, -0.38], [2.82, -1.52, 1.46], [-1.72, 2.49, -0.51], [0.11, 2.03, 1.42], [1.98, -3.76, -2.14], [3.94, 1.90, 0.45], [0.11, 0.63, 1.57], [-4.73, -3.17, 0.39], [0.33, 3.42, 0.08], [-1.75, -1.41, -1.66], [-0.61, -0.13, 1.04], [-0.57, -0.03, -0.03], [-1.48, -0.13, 1.74], [0.60, 0.66, 0.54], [0.03, 0.68, 0.59], [0.04, 0.09, -0.16], [0.29, 1.19, 0.77], [-1.75, 1.90, -1.56], [0.64, -0.19, 0.07], [0.24, -0.26, 0.34], [-0.77, -1.40, -0.41], [0.07, -1.14, -0.18], [0.16, -0.07, -1.05], [-0.80, 1.10, -0.35]],
  "charge": 1,
  "homo_ev": [-10.5, -14.0],
  "s2": 2.0156,
  "spin_multiplicity": 3
}



Please write out number 2 again, unchanged.
{
  "formula": "C12H14N2O5S",
  "method": "the ωB97M-V functional and the def2-TZVPD basis",
  "species": ["C", "S", "C", "C", "C", "N", "C", "O", "C", "C", "C", "C", "C", "N", "O", "O", "C", "C", "O", "O", "H", "H", "H", "H", "H", "H", "H", "H", "H", "H", "H", "H", "H", "H"],
  "xyz": [[-2.3098, -2.8442, -1.8786], [-3.0784, -3.0616, -0.2487], [-2.2623, -1.7105, 0.6636], [-2.8652, -0.3532, 0.3293], [-2.1598, 0.7845, 1.0854], [-0.7400, 0.8575, 0.7529], [-0.2330, 0.9603, -0.4875], [-0.9210, 1.1716, -1.4819], [1.2476, 0.8214, -0.5991], [1.8817, 1.4669, -1.6611], [3.2513, 1.3684, -1.8351], [4.0077, 0.6113, -0.9582], [3.3697, -0.0459, 0.0860], [4.1463, -0.8540, 1.0027], [5.3344, -0.9469, 0.7982], [3.5517, -1.3813, 1.9174], [1.9985, 0.0494, 0.2770], [-2.9237, 2.1084, 0.8192], [-3.5529, 2.6332, 1.6930], [-2.8649, 2.5763, -0.4095], [-1.2307, -2.9334, -1.7857], [-2.5813, -1.8813, -2.3006], [-2.6937, -3.6406, -2.5070], [-2.3999, -1.9487, 1.7179], [-1.1994, -1.7512, 0.4209], [-2.7952, -0.1759, -0.7452], [-3.9208, -0.3484, 0.6061], [-2.2261, 0.5998, 2.1609], [-0.0987, 0.7690, 1.5246], [1.2766, 2.0437, -2.3441], [3.7290, 1.8790, -2.6561], [5.0768, 0.5124, -1.0682], [1.5560, -0.5085, 1.0898], [-2.2560, 2.0505, -0.9972]],
  "atomic_forces_ev_per_a": [[-0.17, 0.10, 0.50], [0.16, 0.04, 0.04], [-0.37, -0.25, -0.44], [0.22, -0.07, 0.16], [-0.53, 0.12, -0.36], [0.08, 0.00, 0.26], [0.13, -0.06, 0.32], [-0.05, 0.03, -0.26], [0.39, -0.03, -0.23], [-0.11, -0.04, 0.08], [-0.12, -0.02, 0.07], [0.05, -0.22, 0.26], [-0.60, 0.69, -0.75], [0.16, -0.20, 0.24], [0.34, -0.06, -0.01], [-0.08, -0.19, 0.28], [0.13, -0.02, 0.02], [0.48, -0.62, 0.57], [-0.20, 0.15, 0.08], [0.02, 0.29, -0.70], [0.09, -0.01, -0.10], [0.04, 0.04, -0.14], [0.00, -0.05, -0.10], [0.09, 0.01, 0.06], [0.05, 0.01, 0.12], [-0.10, 0.00, 0.09], [0.02, 0.04, -0.03], [0.03, 0.12, -0.18], [0.01, 0.08, -0.13], [-0.04, 0.04, -0.06], [0.05, 0.04, -0.06], [0.02, 0.00, -0.01], [-0.02, -0.01, 0.01], [-0.17, 0.08, 0.40]],
  "homo_ev": -8.8,
  "smiles": "CSCC[C@@H](NC(=O)c1cccc([N+](=O)[O-])c1)C(=O)O"
}



Please write out number 3 again, unchanged.
{
  "formula": "C12H14N4ORhS3",
  "method": "the ωB97M-V functional and the def2-TZVPD basis",
  "species": ["Rh", "S", "C", "C", "N", "C", "S", "C", "N", "S", "C", "N", "C", "C", "C", "N", "H", "H", "H", "H", "C", "C", "O", "C", "C", "H", "H", "H", "H", "H", "H", "H", "H", "H", "H"],
  "xyz": [[-0.3691, -0.0141, 0.2826], [-1.1574, -2.0175, -0.6530], [-0.0981, -2.2463, -2.0144], [-0.4001, -3.3619, -2.8651], [-0.6696, -4.2688, -3.5173], [0.9491, -1.4649, -2.2684], [1.3748, -0.0798, -1.2982], [1.8199, -1.7327, -3.3757], [2.5568, -1.9357, -4.2341], [-0.0664, 0.9891, 2.5093], [1.2192, -0.1052, 2.4007], [2.3772, 0.0575, 3.0753], [3.4234, -0.7698, 2.8508], [3.2924, -1.7938, 1.9548], [2.0533, -1.9574, 1.3226], [1.0478, -1.1302, 1.5518], [2.4506, 0.8292, 3.7282], [4.3301, -0.5692, 3.4042], [4.1118, -2.4621, 1.7420], [1.8626, -2.7831, 0.6463], [-3.4550, 0.4952, 0.6288], [-3.0370, 0.8318, -0.7876], [-1.6515, 1.2571, -0.8711], [-1.4908, 2.6889, -0.7115], [-0.0334, 3.0676, -0.6257], [-4.4354, 0.0202, 0.6231], [-3.5018, 1.3829, 1.2604], [-2.7516, -0.2107, 1.0844], [-3.6573, 1.6305, -1.1941], [-3.1210, -0.0352, -1.4375], [-2.0435, 3.0196, 0.1710], [-1.9328, 3.1519, -1.5948], [0.4751, 2.5084, 0.1621], [0.0534, 4.1255, -0.3789], [0.4741, 2.8827, -1.5711]],
  "atomic_forces_ev_per_a": [[0.98, -1.93, -0.69], [0.34, 1.13, 0.27], [-0.31, -0.57, -0.26], [-0.08, 0.00, 0.13], [0.01, 0.03, 0.02], [0.53, 0.03, -0.49], [-1.22, 0.28, 0.74], [0.04, 0.10, 0.08], [-0.02, 0.03, 0.03], [-0.04, 0.55, 0.23], [-0.79, 0.63, 0.32], [0.34, -0.53, -0.15], [0.03, -0.05, -0.03], [-0.07, -0.16, 0.12], [-0.02, -0.13, -0.04], [-0.16, 0.74, -0.49], [-0.03, 0.04, -0.06], [0.00, 0.00, -0.01], [0.00, -0.01, 0.08], [0.04, 0.14, -0.17], [0.18, 0.18, -0.03], [-0.32, -0.13, -0.05], [0.57, -0.40, 0.54], [0.07, 0.32, -0.04], [0.03, -0.13, -0.09], [0.00, 0.01, -0.01], [-0.01, -0.03, 0.03], [-0.11, -0.09, 0.05], [0.08, 0.03, -0.07], [0.08, 0.00, -0.01], [0.00, -0.10, 0.05], [-0.13, -0.06, 0.03], [0.03, 0.10, 0.02], [-0.05, 0.01, -0.04], [0.02, 0.00, 0.02]],
  "charge": 1,
  "homo_ev": -11.2
}